Record 1
Below is a structure of composition C4H10NO3 in a non-equilibrium geometry, with properties calculated with wB97M-V/def2-TZVPD.

```
18
Properties=species:S:1:pos:R:3:nbo_charge:R:1
H 1.5551 0.5552 -0.0636 0.557
H -0.4836 -0.2850 -1.5098 0.528
H 2.7710 -0.7620 1.7486 0.407
H 0.3043 -0.7334 0.3790 0.273
H -2.5281 0.3943 0.2163 0.172
H -1.9606 -1.3778 2.3577 0.169
H -1.1667 -1.6667 -0.0537 0.182
C -1.4218 0.5396 0.1867 -0.223
H -1.1698 1.1923 1.0642 0.170
C 0.1784 0.8046 -1.4264 0.812
C -0.9695 -1.1235 2.0411 -0.604
O 1.3112 1.2773 -0.7833 -0.760
N -1.0572 1.2363 -1.0317 -0.706
O 0.4524 -0.3561 -2.1034 -0.624
H -0.2554 -1.9630 2.2897 0.252
O 1.8716 -0.9425 1.6386 -1.327
C -0.8101 -0.8137 0.5461 -0.498
H -0.6100 -0.2804 2.6939 0.218
```

Calculated values
LUMO energy	3.79	eV
2S+1	1
gap between HOMO and LUMO	7.37	eV
net charge	-1

Record 2
Below is a cluster of 2 separate species, C4H10NO3 in total in a non-equilibrium geometry, with properties calculated with wB97M-V/def2-TZVPD.

```
18
Properties=species:S:1:pos:R:3:nbo_charge:R:1
H 0.0989 1.7562 1.6692 0.490
H -0.7895 -1.2488 1.6556 0.104
H 1.2268 0.3587 -2.1352 0.339
H -2.0661 0.0263 1.6055 0.082
C -0.8123 0.0040 -0.1196 -0.452
H -1.7886 -0.2379 -0.5222 0.189
H 1.3587 2.4819 1.7642 0.426
O -0.2390 0.5955 2.3146 -0.941
C -0.9882 -0.1793 1.4132 -0.033
O 0.5815 2.6636 1.1958 -1.102
H 0.7758 -1.2785 0.2624 0.161
H -0.6168 1.0356 -0.4026 0.199
N 1.5122 0.0259 -1.2087 -0.889
C 0.4330 -0.7966 -0.6647 -0.138
O -0.7515 -1.4365 -2.7162 -0.831
C -0.0288 -1.8198 -1.7390 0.009
H 0.3479 -2.8584 -1.6243 0.040
H 1.7460 0.9081 -0.7481 0.348
```

Calculated values
LUMO energy (alpha / beta)	7.09 / 7.07	eV
2S+1	2
gap between HOMO and LUMO (alpha / beta)	3.66 / 7.09	eV
net charge	-2

Record 3
Below is the ion C4H10NO4S2 with charge +1 in a non-equilibrium geometry, with properties calculated with wB97M-V/def2-TZVPD.

```
21
Properties=species:S:1:pos:R:3:nbo_charge:R:1
S 2.8157 -0.5453 0.2518 2.333
S -0.4992 0.3850 -0.1507 2.131
H -3.8249 -1.4077 -0.2918 0.272
H -0.0616 2.5837 -0.8154 0.300
H -1.8739 -0.8029 2.1556 0.233
H 3.5567 -1.1726 -1.9746 0.285
H 2.8775 0.5025 -1.8482 0.280
C -0.3733 2.1325 0.1594 -0.848
N -2.2039 0.0423 0.2196 -0.491
O 2.9775 -1.7151 0.9343 -0.796
C -2.7856 -1.2676 0.0817 -0.233
H -1.3316 2.4928 0.3654 0.266
O 3.3830 0.5801 0.8529 -0.808
H -2.0287 -1.9936 -0.0162 0.230
H 0.3068 2.3254 1.0856 0.290
C -2.6416 -0.6203 1.4079 -0.277
H -3.3604 -0.0457 2.0912 0.252
O -0.3780 0.2212 -1.5833 -0.892
O 0.9165 -0.1414 0.4172 -1.008
H 1.7469 -1.0009 -1.7720 0.297
C 2.7823 -0.5526 -1.5704 -0.815
```

Calculated values
LUMO energy	-5.75	eV
2S+1	1
gap between HOMO and LUMO	9.23	eV
structure (SMILES)	CS(=O)(=O)O[S@@](C)(=O)=[N+]1CC1
net charge	+1

Record 4
Below is a cluster of 2 separate species, C4H10NOP in total in a non-equilibrium geometry, with properties calculated with wB97M-V/def2-TZVPD.

```
17
Properties=species:S:1:pos:R:3:nbo_charge:R:1
H -0.1823 -1.5351 -1.6271 0.267
H 1.5558 -2.0814 -1.1989 0.242
N -0.9501 -0.3650 -0.0492 -0.894
H 0.1276 -3.2981 -1.2072 0.232
C 1.2897 1.5068 -0.0218 -0.380
H 2.1938 1.6521 1.9169 0.193
C 1.9593 1.1109 1.0250 -0.390
H 1.2273 0.8497 -0.8269 0.194
H -1.0228 1.4040 0.5904 0.183
C 0.4953 -2.2219 -1.0918 -0.995
H 0.8193 2.4871 -0.1989 0.202
H -1.9135 0.2698 1.6299 0.147
H 2.4012 0.1489 1.0736 0.181
O -2.9368 0.8302 -0.1482 -0.736
C -1.7663 0.5870 0.6042 0.076
P -0.2446 -1.6666 0.5201 0.986
H -3.0531 0.3216 -0.9902 0.493
```

Calculated values
LUMO energy	-0.17	eV
2S+1	1
gap between HOMO and LUMO	8.70	eV
structure (SMILES)	C/P=N/CO.C=C

Record 5
Below is the molecule C4H10NOP in a non-equilibrium geometry, with properties calculated with wB97M-V/def2-TZVPD.

```
17
Properties=species:S:1:pos:R:3:nbo_charge:R:1
H -0.6402 1.6623 -1.4682 0.212
H -1.4643 -2.3931 1.2914 -0.053
H 0.3717 -0.8225 1.5199 -0.092
H -1.5886 -0.4159 -0.4672 0.202
H 1.0270 0.8046 -1.1266 0.170
N -0.1518 1.2997 0.5940 -0.384
C -0.0737 0.9079 -0.8363 -0.244
H 0.9246 1.2990 2.3590 0.182
C 0.1989 -1.4904 -0.5812 -0.732
O 0.9921 -3.0258 1.3729 -1.088
H -1.0166 -0.5769 -2.1557 0.219
C 0.8777 1.0545 1.3116 -0.094
H 1.8551 0.7529 0.9789 0.154
C -0.7920 -0.4115 -1.0714 -0.418
P -0.0395 -1.9773 1.2113 1.510
H 1.1754 -1.1700 -0.6388 0.215
H 0.1411 -2.4490 -1.2753 0.240
```

Calculated values
LUMO energy	0.48	eV
2S+1	1
gap between HOMO and LUMO	10.06	eV
structure (SMILES)	C=NCCC[PH2]=O

Record 6
Below is a cluster of 3 separate species, C4H10NOP in total in a non-equilibrium geometry, with properties calculated with wB97M-V/def2-TZVPD.

```
17
Properties=species:S:1:pos:R:3:nbo_charge:R:1
H 0.1960 -1.7730 0.7494 0.233
H -1.5475 -1.4686 0.2232 0.244
C -0.7973 -1.4113 1.1362 -1.009
H -3.7270 3.6676 -0.1273 0.146
C 0.7976 0.7518 1.3602 -0.848
H 3.8182 -2.7363 -4.3880 0.116
H -2.0925 3.9681 -1.0927 0.166
H 3.9353 -2.4667 -2.3994 0.108
H -1.1516 -2.1344 1.9878 0.240
N -1.9503 3.1206 0.6760 -0.616
P -0.6989 0.2351 1.8615 0.711
C -2.6507 3.5866 -0.2242 -0.052
C 3.5546 -3.0688 -3.3092 0.269
H 0.9691 1.7086 1.6995 0.213
H -2.3679 2.8298 1.6719 0.352
O 2.9851 -4.0802 -3.0482 -0.493
H 1.3891 0.1963 0.5345 0.220
```

Calculated values
LUMO energy	0.69	eV
2S+1	1
gap between HOMO and LUMO	9.77	eV
structure (SMILES)	C=PC.C=N.C=O

Record 7
Below is the ion C4H10NOS with charge -1, with properties calculated with wB97M-V/def2-TZVPD.

```
17
Properties=species:S:1:pos:R:3:nbo_charge:R:1
H -1.8131 0.8327 1.0323 0.141
C 1.2854 -0.3141 0.0048 -0.516
H 1.9614 0.2029 -0.6850 0.189
C -0.6560 2.7782 -0.6039 -0.409
H -0.2373 3.7951 -0.6822 0.179
H -0.5116 0.3160 -1.0158 0.190
H -0.7033 2.4066 -1.6196 0.192
H -0.5294 0.0867 1.9697 0.131
H -1.6563 2.8204 -0.1663 0.157
C -0.0159 0.4782 -0.0487 -0.102
O -1.6781 -1.1552 0.7408 -0.779
N 0.2860 1.9253 0.1025 -0.624
C -1.0298 0.0581 0.9939 -0.056
S 1.1461 -2.0567 -0.5270 -0.700
H -0.9765 -1.7776 0.3918 0.502
H 0.2133 2.1529 1.0887 0.334
H 1.7361 -0.2035 1.0005 0.170
```

Calculated values
LUMO energy	3.69	eV
2S+1	1
gap between HOMO and LUMO	6.37	eV
structure (SMILES)	CN[C@H](CO)C[S-]
net charge	-1

Record 8
Below is the ion C4H10NOS with charge -1 in a non-equilibrium geometry, with properties calculated with wB97M-V/def2-TZVPD.

```
17
Properties=species:S:1:pos:R:3:nbo_charge:R:1
H -1.8893 0.4133 1.3785 0.192
H -1.4654 -0.9904 0.3493 0.204
H 1.4694 -0.7630 -2.3623 0.056
C 0.3891 -0.4698 -2.1181 0.161
H -0.3333 -1.4763 2.5267 0.209
H 1.6104 0.8638 1.2847 0.158
S 1.1703 0.5455 2.5267 -0.143
H -1.3104 0.8466 -0.8749 0.195
C 0.0351 -0.7161 1.8386 -0.526
N 0.6599 0.4714 -0.9070 -0.761
C -0.4804 0.8366 -0.1487 -0.236
C -1.0682 -0.1426 0.9388 -0.421
H -0.1067 -1.2830 -1.5179 0.043
H 1.3277 1.1152 -1.3042 0.365
O -0.3043 0.0240 -3.1062 -0.913
H -0.4583 1.8046 0.3780 0.177
H 0.7547 -1.0799 1.1180 0.240
```

Calculated values
LUMO energy	3.24	eV
2S+1	1
gap between HOMO and LUMO	6.04	eV
structure (SMILES)	[O-]CNCCCS
net charge	-1

Record 9
Below is the ion C4H10NOS2 with charge -1 in a non-equilibrium geometry, with properties calculated with wB97M-V/def2-TZVPD.

```
18
Properties=species:S:1:pos:R:3:nbo_charge:R:1
O -2.5129 -1.4405 0.2661 -0.871
H 0.8522 -0.6908 0.1059 0.201
H -0.6082 0.3103 0.5538 0.224
N -1.7582 0.1893 -1.9079 -0.850
C -0.6893 -0.5910 -1.3500 -0.173
H -2.3583 -0.4104 -2.4612 0.346
H 3.3142 2.4483 2.4780 0.203
H 2.2886 1.0420 3.0304 0.210
H 3.0784 1.0167 1.4630 0.228
H -0.7197 -2.4809 0.0414 0.057
H -0.1338 -1.1263 -2.1165 0.162
C 0.0547 -0.0544 -0.2355 -0.404
H -1.7704 -2.4816 -1.4001 0.050
H -2.3344 0.5144 -1.1355 0.369
S 1.1209 2.3572 1.4021 0.031
C -1.5649 -1.9159 -0.4467 0.067
S 1.1200 1.6503 -0.4802 -0.095
C 2.6211 1.6633 2.1931 -0.754
```

Calculated values
LUMO energy	3.15	eV
2S+1	1
gap between HOMO and LUMO	5.78	eV
structure (SMILES)	CSSC[C@H](N)C[O-]
net charge	-1

Record 10
Below is the ion C4H10NS with charge -1, with properties calculated with wB97M-V/def2-TZVPD.

```
16
Properties=species:S:1:pos:R:3:nbo_charge:R:1
H -1.3134 -0.7847 0.8177 0.165
H 0.8590 0.1495 -1.3432 0.168
H -1.3591 1.2772 -1.4311 0.206
S -3.4360 -0.4128 -0.2613 -0.726
H 0.9348 1.8388 -0.8685 0.171
H 0.9308 -1.6195 0.3263 0.178
H -1.3063 1.5840 0.2660 0.191
H 0.5117 0.5582 1.4235 0.348
H 2.5606 -0.9996 0.0721 0.172
C -1.6085 -0.4685 -0.1872 -0.526
C 1.6763 -0.9105 0.7056 -0.411
N 1.2194 0.4737 0.6997 -0.640
H -1.2299 -1.2255 -0.8800 0.167
C 0.5579 0.8587 -0.5616 -0.217
H 1.9705 -1.1915 1.7178 0.184
C -0.9678 0.8725 -0.4958 -0.431
```

Calculated values
LUMO energy	3.79	eV
2S+1	1
gap between HOMO and LUMO	6.07	eV
structure (SMILES)	CNCCC[S-]
net charge	-1

Record 11
Below is the ion C4H10NS with charge +1 in a non-equilibrium geometry, with properties calculated with wB97M-V/def2-TZVPD.

```
16
Properties=species:S:1:pos:R:3:nbo_charge:R:1
H -1.8142 -0.4174 -2.2440 0.251
N 0.8642 -1.1270 1.0323 -0.609
H 1.9832 1.3564 1.7511 0.283
H -2.8306 1.0176 -1.6445 0.268
S -1.4310 -0.0967 0.1390 0.433
H 1.8423 -1.0316 0.8895 0.427
H 1.6101 1.1942 0.2824 0.210
H 0.6000 -1.8990 1.6156 0.445
C 0.2053 0.1669 1.5908 0.135
H -1.3296 1.3898 -1.8799 0.247
H -0.3249 -2.4048 -0.1267 0.250
H 0.4870 2.1735 1.5479 0.279
C 1.0440 1.3060 1.2958 -0.796
H 0.5954 -1.1445 -1.0710 0.258
C -1.9197 0.5011 -1.5763 -0.745
C 0.0175 -1.3253 -0.1145 -0.337
```

Calculated values
LUMO energy	-4.53	eV
2S+1	1
gap between HOMO and LUMO	8.22	eV
net charge	+1

Record 12
Below is a cluster of 2 separate species, C4H10NS in total in a non-equilibrium geometry, with properties calculated with wB97M-V/def2-TZVPD.

```
16
Properties=species:S:1:pos:R:3:nbo_charge:R:1
H -0.4269 -0.4503 3.8262 0.252
C -0.4117 1.5447 -0.8085 -0.661
H -1.5082 1.6551 -0.4440 0.259
H 0.1040 2.2135 -0.2200 0.223
H 1.8974 -0.5261 -0.1785 0.415
C -0.2146 -0.7132 2.7593 -0.436
C -0.4739 -1.1405 -1.1664 -0.668
H -0.2626 1.5838 -1.8170 0.251
H -1.2713 -1.4704 -0.6660 0.260
H 1.7022 1.1522 0.1472 0.427
H -0.7231 -0.8833 -2.1239 0.249
H 0.7521 -1.2518 2.3237 0.220
S -1.2866 -0.2199 1.6368 0.147
N 1.2675 0.2501 -0.0191 -0.701
H 0.2375 -2.0095 -1.1797 0.244
C 0.0880 0.1292 -0.5359 0.518
```

Calculated values
LUMO energy	-4.89	eV
2S+1	1
gap between HOMO and LUMO	8.29	eV
net charge	+1

Record 13
Below is a cluster of 2 separate species, C4H10NS in total in a non-equilibrium geometry, with properties calculated with wB97M-V/def2-TZVPD.

```
16
Properties=species:S:1:pos:R:3:nbo_charge:R:1
H 1.0710 0.6206 -2.8203 0.234
H 1.0313 1.8548 -0.5442 0.257
H 1.1207 -2.1813 1.2219 0.255
H -3.1391 -1.3730 1.1287 0.397
H -1.6832 0.8169 0.2764 0.189
H 0.4224 -0.8949 -1.9969 0.219
S 0.5715 -0.0720 0.7298 0.815
C 0.9184 0.8530 -0.8085 -0.369
C 0.7247 0.1668 -1.9572 -0.267
N -2.5077 -0.6772 1.4411 -0.727
H -2.9267 0.0813 2.0187 0.408
C 1.6002 -1.5107 0.5780 -0.785
H 1.4855 -1.7621 -0.4746 0.248
H -1.7957 -1.0874 -0.5261 0.205
C -1.8574 -0.3347 0.3849 -0.371
H 2.6171 -1.4145 0.9593 0.293
```

Calculated values
LUMO energy (alpha / beta)	-3.84 / -7.62	eV
2S+1	3
gap between HOMO and LUMO (alpha / beta)	6.04 / 7.57	eV
net charge	+1

Record 14
Below is a cluster of 2 separate species, C4H10NS2 in total in a non-equilibrium geometry, with properties calculated with wB97M-V/def2-TZVPD.

```
17
Properties=species:S:1:pos:R:3:nbo_charge:R:1
H 0.6167 -1.8914 1.0139 0.224
H 0.7261 0.0376 1.2542 0.254
C 1.3789 0.0960 0.4068 -0.698
S -0.4918 3.1915 -0.3896 0.274
N -0.1057 -1.2420 -0.8901 -0.478
H -1.1469 -1.9729 1.0291 0.246
S -2.3727 1.2561 0.6112 0.250
H 0.8116 0.3867 -1.6093 0.216
H 0.8839 2.9226 -0.8532 0.136
C 0.5574 -0.1466 -0.7567 0.317
C -0.2695 -2.0670 0.3737 -0.466
H -0.1339 -3.1515 0.1017 0.242
H 2.2615 -0.7377 0.4848 0.273
C -1.0135 1.6399 -0.2416 -0.585
H -3.1446 2.3314 0.9685 0.123
H 1.8226 1.0285 0.2165 0.241
H -0.3801 -1.6810 -1.7200 0.433
```

Calculated values
LUMO energy	-4.05	eV
2S+1	1
gap between HOMO and LUMO	9.10	eV
net charge	+1

Record 15
Below is a structure of composition C4H10O in a non-equilibrium geometry, with properties calculated with wB97M-V/def2-TZVPD.

```
15
Properties=species:S:1:pos:R:3:lowdin_spin:R:1
O -0.2452 -0.9541 2.2957 0.006
H 1.1350 0.5663 1.3124 0.002
H 0.3938 2.1195 1.0757 0.016
H -1.0113 -1.9029 -2.0780 0.007
H -0.5592 -1.1288 3.2054 0.000
C -0.4221 -0.3877 -0.5803 0.430
H 0.8972 -0.3790 -0.6733 0.046
H 2.0417 1.8865 0.5702 0.001
C -0.9934 -0.8332 -1.8729 0.070
C 0.5704 0.8182 -0.7014 0.310
H -0.6103 -0.5528 0.5158 0.017
C 1.0544 1.3842 0.5912 0.042
H 0.4916 1.2215 -1.7048 0.025
H -2.0122 -0.4435 -2.1038 0.025
H -0.4193 -0.3827 -2.6963 0.003
```

Calculated values
LUMO energy (alpha / beta)	4.16 / 4.10	eV
2S+1	2
gap between HOMO and LUMO (alpha / beta)	5.82 / 6.80	eV
net charge	-1

So what do the calculations give for energy above the lowest of the compared OMol25 structures with the same formula, charge and spin? Going down the list: 161.4 64.8 38.2 80.1 74.5 104.8 33.2 72.1 13.1 3.2 122.0 56.3 43.0 62.5 60.7 kcal/mol.